Entry 1:
# C26H24FN4O6Tc

C26H24FN4O6Tc as an isolated structure at a distorted geometry (wB97M-V/def2-TZVPD, the OMol25 dataset).

The value obtained for the LUMO energy (spin up / spin down) is -3.5792 / -3.6169 eV. Its spin multiplicity is 2. The net charge is +1. Its expectation value of S² is 0.764. Its HOMO energy (spin up / spin down) is -9.362 / -10.576 eV.

Positions of all 62 atoms, in Å:
Tc  0.363  -0.910  2.162
O  0.368  -0.910  4.025
C  1.654  -0.910  4.589
C  2.687  -0.910  3.468
C  4.041  -0.910  3.802
C  4.989  -0.910  2.781
C  4.567  -0.910  1.457
C  3.206  -0.910  1.203
N  2.263  -0.910  2.167
H  -0.415  -0.910  4.614
H  1.775  -1.806  5.204
H  1.775  -0.013  5.204
H  4.358  -0.910  4.840
H  6.049  -0.910  3.018
H  5.280  -0.910  0.641
H  2.825  -0.910  0.186
C  -4.703  -2.401  -3.062
C  -3.574  -1.441  -3.464
C  -3.013  -1.928  -4.806
C  -1.920  -0.994  -5.285
C  -0.872  -0.840  -4.223
C  0.434  -0.485  -4.600
C  1.417  -0.319  -3.634
F  2.660  0.011  -4.014
C  1.129  -0.483  -2.292
C  -0.177  -0.818  -1.908
C  -0.475  -0.963  -0.460
O  0.449  -0.910  0.343
C  -1.886  -1.152  -0.079
C  -2.770  -1.320  -1.073
N  -2.507  -1.356  -2.438
C  -1.202  -1.004  -2.862
C  -2.339  -1.144  1.380
O  -3.578  -1.360  1.567
O  -1.456  -0.910  2.248
H  -5.401  -2.555  -3.892
H  -5.294  -2.006  -2.230
H  -4.308  -3.379  -2.764
H  -4.006  -0.440  -3.598
H  -3.806  -1.972  -5.562
H  -2.613  -2.946  -4.700
H  -2.335  -0.007  -5.523
H  -1.479  -1.403  -6.202
H  0.695  -0.341  -5.644
H  1.907  -0.343  -1.548
H  -3.817  -1.444  -0.810
N  1.320  5.986  1.328
C  0.426  5.308  2.108
O  -0.371  5.927  2.803
C  0.443  3.819  2.093
C  1.330  3.069  1.319
C  1.249  1.688  1.391
N  0.363  1.025  2.162
C  -0.484  1.771  2.901
C  -0.483  3.154  2.900
H  1.275  6.997  1.367
H  2.011  5.571  0.726
H  2.072  3.515  0.672
H  1.915  1.057  0.809
H  -1.185  1.212  3.513
H  -1.190  3.700  3.517
O  0.363  -2.597  2.162


Entry 2:
# C26H24IN2S2Ti

C26H24IN2S2Ti as an isolated structure at a distorted geometry (wB97M-V/def2-TZVPD, the OMol25 dataset).

The value obtained for the LUMO energy (spin up / spin down) is 2.6142 / 2.6069 eV. Its spin multiplicity is 3. The net charge is -1. Its expectation value of S² is 2.013. Its HOMO energy (spin up / spin down) is -2.177 / -4.168 eV.

Positions of all 56 atoms, in Å:
Ti  0.104  0.704  -0.838
C  -2.743  0.011  -2.021
N  -2.044  0.211  -0.721
C  -1.992  -1.060  0.042
C  -1.075  -2.085  -0.616
N  0.328  -1.622  -0.840
C  1.155  -2.004  0.328
C  0.842  -2.218  -2.082
C  1.225  -3.559  -2.080
C  1.681  -4.181  -3.231
C  1.741  -3.440  -4.406
C  1.345  -2.116  -4.410
C  0.880  -1.459  -3.259
S  0.397  0.236  -3.331
C  -2.756  1.311  -0.046
C  -3.888  1.035  0.706
C  -4.607  2.056  1.308
C  -4.174  3.365  1.124
C  -3.048  3.633  0.365
C  -2.288  2.621  -0.245
S  -0.831  2.978  -1.167
H  -3.773  -0.302  -1.822
H  -2.217  -0.717  -2.631
H  -2.727  0.958  -2.553
H  -2.986  -1.521  0.109
H  -1.659  -0.831  1.055
H  -1.485  -2.390  -1.576
H  -1.070  -2.978  0.021
H  1.088  -3.075  0.546
H  0.812  -1.444  1.195
H  2.188  -1.731  0.129
H  1.168  -4.128  -1.162
H  1.985  -5.220  -3.208
H  2.099  -3.895  -5.323
H  1.393  -1.537  -5.326
H  -4.213  0.009  0.830
H  -5.482  1.833  1.906
H  -4.713  4.186  1.583
H  -2.706  4.653  0.238
I  2.986  1.202  -1.258
C  3.343  1.314  0.780
C  4.631  1.466  1.204
C  4.892  1.579  2.590
C  3.854  1.559  3.470
C  2.511  1.411  3.033
C  1.454  1.435  3.978
C  0.172  1.339  3.527
C  -0.112  1.170  2.154
C  0.851  1.074  1.146
C  2.209  1.256  1.649
H  5.444  1.508  0.491
H  5.911  1.696  2.939
H  4.038  1.668  4.534
H  1.683  1.545  5.032
H  -0.651  1.381  4.235
H  -1.168  1.108  1.905


Entry 3:
# C26H24IO4

An isolated ion of composition C26H24IO4 and charge +1 at a distorted geometry (wB97M-V/def2-TZVPD, the OMol25 dataset).

The value obtained for the LUMO energy is -4.8015 eV. Its spin multiplicity is 1. The net charge is +1. Its HOMO energy is -11.750 eV.

Positions of all 55 atoms, in Å:
C  5.630  -0.869  -1.577
C  4.515  -0.463  -0.662
C  3.913  -1.389  0.184
C  2.809  -1.007  0.957
C  2.164  0.206  0.816
C  0.599  0.315  1.361
C  0.412  1.900  1.422
C  0.239  2.649  2.628
C  -0.073  4.030  2.571
C  -0.161  4.661  1.330
C  0.005  3.933  0.149
C  0.317  2.565  0.202
C  2.953  1.205  0.192
C  4.053  0.866  -0.610
H  5.685  -0.190  -2.442
H  6.585  -0.803  -1.044
H  5.488  -1.905  -1.907
H  4.265  -2.425  0.240
H  2.431  -1.743  1.657
H  0.837  0.137  2.486
H  0.309  2.198  3.641
H  -0.239  4.609  3.488
H  -0.373  5.725  1.255
H  -0.074  4.432  -0.830
H  0.488  2.051  -0.746
H  2.714  2.266  0.279
H  4.568  1.610  -1.260
C  -2.268  0.583  2.968
C  -2.331  -0.901  3.141
C  -3.208  -1.323  4.304
O  -2.866  -1.453  1.938
C  -2.034  -1.403  0.849
O  -2.378  -2.091  -0.080
C  -0.449  -0.623  1.097
I  0.242  -1.285  -1.052
C  -1.404  -0.761  -2.282
C  -1.940  -1.801  -3.032
C  -3.118  -1.545  -3.743
C  -3.694  -0.269  -3.702
C  -3.102  0.760  -2.972
C  -1.925  0.529  -2.252
C  -0.258  -1.733  2.238
O  0.557  -2.668  2.189
O  -1.045  -1.553  3.340
H  -1.545  0.782  2.164
H  -3.245  0.948  2.643
H  -1.949  1.022  3.903
H  -3.093  -2.404  4.486
H  -2.934  -0.825  5.259
H  -4.261  -1.102  4.047
H  -1.479  -2.782  -3.001
H  -3.582  -2.357  -4.296
H  -4.618  -0.084  -4.258
H  -3.540  1.748  -2.945
H  -1.440  1.305  -1.661


Entry 4:
# C26H24IrNO2PSe2

C26H24IrNO2PSe2 as an isolated structure (wB97M-V/def2-TZVPD, the OMol25 dataset).

The value obtained for the LUMO energy (spin up / spin down) is -5.9896 / -8.7876 eV. Its spin multiplicity is 6. The net charge is +2. Its expectation value of S² is 8.801. Its HOMO energy (spin up / spin down) is -13.132 / -14.257 eV.

Positions of all 57 atoms, in Å:
Ir  1.194  0.033  0.158
C  2.427  3.352  3.155
C  2.419  2.599  1.860
O  1.643  1.659  1.728
C  3.346  2.998  0.759
C  4.203  4.038  0.952
C  5.124  4.456  -0.047
C  5.193  3.803  -1.285
C  4.356  2.754  -1.530
C  3.396  2.309  -0.531
O  2.661  1.344  -0.855
H  1.687  2.917  3.819
H  2.190  4.405  2.990
H  3.412  3.303  3.625
H  4.194  4.572  1.893
H  5.781  5.291  0.158
H  5.902  4.130  -2.034
H  4.360  2.217  -2.470
Se  0.549  -1.349  -1.784
P  -1.488  -0.501  -1.460
Se  -1.182  0.922  0.192
C  -2.049  0.293  -2.944
C  -2.205  1.674  -3.018
C  -2.634  2.243  -4.209
C  -2.890  1.439  -5.310
C  -2.730  0.058  -5.234
C  -2.314  -0.523  -4.049
C  -2.632  -1.792  -1.030
C  -3.955  -1.407  -0.793
C  -4.888  -2.367  -0.445
C  -4.507  -3.702  -0.342
C  -3.195  -4.083  -0.585
C  -2.248  -3.127  -0.929
H  -2.001  2.299  -2.159
H  -2.768  3.314  -4.275
H  -3.219  1.889  -6.238
H  -2.937  -0.563  -6.095
H  -2.205  -1.601  -3.984
H  -4.256  -0.369  -0.887
H  -5.915  -2.078  -0.262
H  -5.243  -4.450  -0.076
H  -2.908  -5.124  -0.514
H  -1.227  -3.429  -1.126
N  2.020  -1.418  1.673
C  1.061  -2.014  2.621
C  -0.226  -2.297  2.212
C  -1.122  -2.863  3.108
C  -0.725  -3.134  4.410
C  0.571  -2.844  4.811
C  1.471  -2.285  3.913
H  2.765  -0.977  2.205
H  2.457  -2.148  1.115
H  -0.538  -2.083  1.199
H  -2.132  -3.085  2.785
H  -1.424  -3.571  5.111
H  0.889  -3.057  5.823
H  2.489  -2.068  4.225